(1)
C36H65F6HfNO21 | ωB97M-V/def2-TZVPD

Electronic energy, Eh: -3691.1409
Highest occupied orbital energy, eV: -12.411
LUMO, eV: -11.14
Kohn-Sham gap, eV: 1.3
Maximum force, eV Å⁻¹: 5.8

Geometry as ORCA input:
```
! wB97M-V def2-TZVPD RIJCOSX def2/J DEFGRID3
* xyz 2 1
Hf 3.919 2.945 4.696
C 1.057 0.372 0.692
O -0.057 0.074 1.578
O 2.150 0.612 1.580
C 1.263 -0.652 -0.445
F 0.269 -0.795 -1.308
F 2.355 -0.463 -1.113
F 1.451 -1.878 0.052
C -1.369 0.280 1.008
C -2.462 0.176 2.114
H -2.245 -0.605 2.843
H -2.378 1.120 2.654
H -3.472 0.153 1.706
H -1.469 -0.571 0.335
H -1.518 1.174 0.404
H 0.807 1.350 0.278
N -0.522 5.586 4.048
O -1.706 5.425 3.910
O 0.297 4.660 4.061
O 0.049 6.673 4.127
C -3.884 -5.550 -0.353
O -3.308 -6.211 0.817
C -2.417 -5.364 1.628
C -1.970 -6.259 2.878
O -2.751 -6.015 4.039
C -3.001 -7.250 4.819
H -2.983 -5.142 -0.811
H -4.671 -4.910 0.047
H -4.320 -6.181 -1.127
H -2.916 -4.430 1.888
H -1.485 -5.022 1.178
H -0.882 -6.210 2.932
H -2.119 -7.289 2.553
H -3.576 -8.017 4.298
H -3.615 -7.021 5.690
H -2.073 -7.708 5.158
C 4.485 -2.848 -6.544
O 4.039 -4.150 -6.342
C 4.055 -4.673 -5.047
C 5.433 -4.714 -4.412
O 6.278 -5.655 -5.017
C 7.447 -6.003 -4.248
H 4.101 -2.482 -7.496
H 5.561 -2.786 -6.706
H 4.274 -2.064 -5.816
H 3.617 -5.648 -5.260
H 3.331 -4.090 -4.477
H 5.175 -5.136 -3.441
H 5.938 -3.750 -4.488
H 8.003 -6.630 -4.944
H 7.221 -6.690 -3.432
H 8.012 -5.191 -3.791
C -10.059 2.727 -2.270
O -10.624 2.351 -1.071
C -9.762 2.173 0.025
C -8.955 3.437 0.576
O -7.843 3.830 -0.162
C -6.976 4.734 0.566
H -9.481 3.649 -2.207
H -10.803 2.971 -3.028
H -9.518 1.854 -2.635
H -9.015 1.413 -0.205
H -10.329 1.740 0.849
H -8.783 3.406 1.652
H -9.477 4.379 0.408
H -6.463 4.195 1.362
H -7.540 5.428 1.190
H -6.293 5.285 -0.081
O 1.203 -0.836 6.466
C 0.843 -1.942 6.874
O 1.748 -2.885 7.155
C 1.101 -4.065 7.622
C -0.286 -3.666 8.212
C -0.527 -2.468 7.289
H 1.714 -4.537 8.389
H 1.058 -4.740 6.767
H -0.304 -3.483 9.286
H -1.111 -4.361 8.053
H -1.146 -1.689 7.734
H -1.038 -2.942 6.451
O 4.428 5.490 0.639
C 4.845 5.962 -0.491
O 4.416 5.451 -1.655
C 4.874 6.277 -2.762
C 6.052 7.093 -2.245
C 5.683 7.188 -0.798
H 4.088 6.977 -3.046
H 5.080 5.668 -3.642
H 6.201 8.023 -2.794
H 6.923 6.448 -2.363
H 5.194 8.159 -0.718
H 6.406 7.224 0.017
O -0.021 8.966 0.045
C -0.498 8.248 -0.849
O -0.277 6.942 -1.004
C -1.196 6.353 -1.860
C -1.660 7.528 -2.769
C -1.547 8.716 -1.860
H -2.042 5.837 -1.407
H -0.696 5.564 -2.422
H -2.646 7.240 -3.135
H -1.119 7.530 -3.716
H -2.527 8.954 -1.446
H -1.361 9.511 -2.582
O 6.157 -1.217 5.340
C 6.800 -2.244 5.063
O 6.540 -2.925 3.932
C 7.360 -4.103 3.825
C 7.952 -4.246 5.213
C 7.869 -2.902 5.891
H 8.169 -3.782 3.168
H 6.903 -4.993 3.393
H 8.996 -4.553 5.276
H 7.244 -4.877 5.750
H 8.821 -2.375 5.957
H 7.447 -3.012 6.890
C -1.680 -0.101 -8.285
C -1.594 -0.821 -7.001
O -2.865 -0.583 -6.298
C -3.128 0.461 -5.459
O -2.345 1.442 -5.336
C -4.381 0.365 -4.580
F -4.965 1.515 -4.471
F -5.316 -0.462 -5.057
F -4.132 -0.197 -3.372
H -1.663 0.982 -8.165
H -2.545 -0.364 -8.895
H -0.811 -0.309 -8.909
H -0.689 -0.682 -6.409
H -1.493 -1.875 -7.257
*
```

(2)
C4H7NO | ωB97M-V/def2-TZVPD

Electronic energy, Eh: -286.5391
Highest occupied orbital energy, eV: -9.602
LUMO, eV: 0.98
SMILES: O=CC[C@H]1CN1
Kohn-Sham gap, eV: 10.6
Energy above the lowest of the compared OMol25 structures with the same formula, charge and spin, eV: 2.5178
Maximum force, eV Å⁻¹: 1.2

Geometry as ORCA input:
```
! wB97M-V def2-TZVPD RIJCOSX def2/J DEFGRID3
* xyz 0 1
O 1.126 2.068 -0.226
C 1.648 0.983 -0.145
C 0.996 -0.380 0.099
C -0.445 -0.464 0.560
C -1.424 0.318 -0.211
N -1.468 -1.135 -0.318
H 2.747 0.893 -0.312
H 1.687 -0.922 0.757
H 1.044 -0.872 -0.881
H -0.624 -0.889 1.541
H -0.993 0.745 -1.112
H -2.247 0.890 0.203
H -2.203 -1.436 0.332
*
```

(3)
C13H15N2O5Ti | ωB97M-V/def2-TZVPD

Electronic energy, Eh: -1839.6861
Highest occupied orbital energy (alpha / beta), eV: -8.820 / -10.168
Expectation value of S²: 0.75
LUMO (alpha / beta), eV: -0.29 / -0.15
Kohn-Sham gap (alpha / beta), eV: 8.5 / 10.0
Energy above the lowest of the compared OMol25 structures with the same formula, charge and spin, eV: 0.0000
Maximum force, eV Å⁻¹: 0.6

Geometry as ORCA input:
```
! wB97M-V def2-TZVPD RIJCOSX def2/J DEFGRID3
* xyz 0 2
Ti -0.508 -0.075 0.074
O 1.427 1.038 -0.771
C 2.481 0.079 -0.936
C 2.442 -0.951 0.179
N 1.108 -1.578 0.251
C 0.876 -2.500 -0.879
C 0.319 -1.771 -2.104
O 0.520 -2.165 -3.225
O -0.405 -0.722 -1.785
C 0.850 -2.237 1.542
C -0.655 -2.323 1.801
O -1.145 -3.160 2.505
O -1.347 -1.358 1.192
H 1.636 1.591 -0.003
H 2.334 -0.367 -1.919
H 3.448 0.584 -0.943
H 3.216 -1.711 0.019
H 2.628 -0.459 1.133
H 1.785 -3.044 -1.143
H 0.121 -3.231 -0.579
H 1.288 -3.236 1.590
H 1.275 -1.623 2.337
C -2.679 1.000 -0.588
C -1.960 1.761 -1.517
C -1.407 2.975 -1.130
C -1.574 3.442 0.169
C -2.257 2.677 1.101
C -2.795 1.448 0.730
H -3.154 0.074 -0.892
H -1.830 1.391 -2.524
H -0.846 3.557 -1.849
H -1.142 4.390 0.462
H -2.347 3.014 2.125
H -3.309 0.836 1.459
N 1.169 1.604 2.414
C 0.437 1.051 1.706
*
```

(4)
C4H13NO2 | ωB97M-V/def2-TZVPD

Electronic energy, Eh: -365.4000
Highest occupied orbital energy, eV: -9.152
LUMO, eV: 0.52
SMILES: C[C@@H](N)CCO.O
Kohn-Sham gap, eV: 9.7
Energy above the lowest of the compared OMol25 structures with the same formula, charge and spin, eV: 1.1561
Maximum force, eV Å⁻¹: 1.9

Geometry as ORCA input:
```
! wB97M-V def2-TZVPD RIJCOSX def2/J DEFGRID3
* xyz 0 1
C -2.877 -0.155 -0.260
C -1.693 0.812 -0.344
N -1.342 1.023 1.097
C -0.436 0.522 -1.184
C 0.418 -0.665 -0.814
O 0.205 -1.340 0.419
H -3.413 -0.300 -1.203
H -2.427 -1.101 0.096
H -3.602 0.203 0.490
H -2.104 1.739 -0.739
H -0.777 1.850 1.325
H -2.161 1.323 1.648
H 0.155 1.443 -1.070
H -0.839 0.389 -2.207
H 1.463 -0.360 -0.826
H 0.333 -1.450 -1.573
H 0.575 -0.803 1.124
O 6.520 -0.989 1.520
H 5.643 -0.934 1.905
H 6.358 -1.206 0.593
*
```

(5)
C11H14FNS | ωB97M-V/def2-TZVPD

Electronic energy, Eh: -980.1195
Highest occupied orbital energy (alpha / beta), eV: -7.982 / -7.153
LUMO (alpha / beta), eV: -0.37 / -0.77
Kohn-Sham gap (alpha / beta), eV: 7.6 / 6.4
Energy above the lowest of the compared OMol25 structures with the same formula, charge and spin, eV: 3.1912
Maximum force, eV Å⁻¹: 4.5

Geometry as ORCA input:
```
! wB97M-V def2-TZVPD RIJCOSX def2/J DEFGRID3
* xyz 0 1
C 2.578 1.062 1.762
C 2.633 2.226 1.018
C 1.575 0.179 1.528
C 1.645 2.512 0.109
C 0.547 0.331 0.575
C 0.540 1.640 -0.003
C -0.237 -0.798 0.415
C -0.807 -1.602 1.529
C -1.978 -1.723 -1.149
C -0.062 -0.511 -2.171
C -0.537 -1.332 -0.913
N -2.038 1.301 -0.659
F -3.247 1.745 -0.106
S -0.917 2.444 -0.433
H 3.436 0.911 2.457
H 3.399 2.870 1.110
H 1.712 -0.710 2.078
H 1.604 3.470 -0.454
H -0.381 -2.549 1.382
H -1.861 -1.471 1.560
H -0.395 -1.202 2.512
H -2.456 -0.924 -1.508
H -2.456 -2.178 -0.282
H -2.170 -2.384 -1.895
H -0.289 0.428 -1.905
H -0.753 -0.868 -3.059
H 0.970 -0.572 -2.355
H -0.057 -2.296 -1.143
*
```

(6)
C26H20BBr4Cl5N4O4STa | ωB97M-V/def2-TZVPD

Electronic energy, Eh: -14599.8180
Highest occupied orbital energy, eV: -10.849
LUMO, eV: -4.49
Kohn-Sham gap, eV: 6.4
Energy above the lowest of the compared OMol25 structures with the same formula, charge and spin, eV: 0.8300
Maximum force, eV Å⁻¹: 3.6

Geometry as ORCA input:
```
! wB97M-V def2-TZVPD RIJCOSX def2/J DEFGRID3
* xyz 1 1
Ta -0.774 0.550 -0.337
Br -5.030 -2.765 4.106
C -3.590 -2.351 2.967
C -2.678 -3.341 2.599
Br -2.883 -5.101 3.229
C -1.607 -3.035 1.759
Br -0.346 -4.321 1.219
C -1.460 -1.745 1.271
O -0.520 -1.327 0.444
C -2.387 -0.750 1.634
O -2.131 0.425 1.082
C -3.435 -1.046 2.496
Br -4.618 0.334 2.968
Cl 0.288 7.590 -1.944
C 0.289 5.885 -1.816
C -0.447 5.264 -0.800
Cl -1.375 6.192 0.291
C -0.440 3.877 -0.716
Cl -1.340 2.973 0.434
C 0.263 3.074 -1.624
O 0.219 1.770 -1.504
C 0.966 3.722 -2.653
Cl 1.740 2.748 -3.825
C 0.991 5.111 -2.748
Cl 1.847 5.863 -4.017
S 2.104 -1.842 -3.396
C 1.410 -0.605 -2.454
N 0.226 -0.838 -1.965
C -0.242 -2.075 -2.352
C -1.487 -2.642 -2.068
C -1.781 -3.885 -2.583
C -0.861 -4.586 -3.365
C 0.376 -4.051 -3.651
C 0.669 -2.793 -3.150
H 1.922 0.326 -2.304
H -2.203 -2.096 -1.472
H -2.745 -4.327 -2.382
H -1.128 -5.552 -3.761
H 1.093 -4.585 -4.252
C 3.494 1.009 0.077
N 3.131 0.676 1.439
C 4.237 0.337 2.322
C 3.756 -0.537 3.467
C 2.559 0.145 4.112
N 1.542 0.413 3.110
C 0.180 0.437 3.595
C 1.846 0.671 1.830
O 0.934 0.948 0.986
H 3.715 0.100 -0.486
H 4.384 1.639 0.083
H 2.676 1.547 -0.401
H 4.685 1.258 2.709
H 4.994 -0.183 1.733
H 4.550 -0.666 4.200
H 3.461 -1.518 3.094
H 2.866 1.085 4.590
H 2.110 -0.501 4.870
H -0.087 -0.542 4.000
H -0.502 0.696 2.791
H 0.086 1.180 4.387
B -4.317 0.238 -3.308
C -3.198 0.392 -2.344
N -2.285 0.488 -1.599
H -4.822 1.304 -3.441
H -3.808 -0.122 -4.323
H -5.082 -0.542 -2.853
*
```

(7)
Cl2H2OSi | ωB97M-V/def2-TZVPD

Electronic energy, Eh: -1286.3439
Highest occupied orbital energy, eV: -11.160
LUMO, eV: -0.42
SMILES: O=[SiH]Cl.Cl
Kohn-Sham gap, eV: 10.7
Energy above the lowest of the compared OMol25 structures with the same formula, charge and spin, eV: 3.0820
Maximum force, eV Å⁻¹: 3.6

Geometry as ORCA input:
```
! wB97M-V def2-TZVPD RIJCOSX def2/J DEFGRID3
* xyz 0 1
O -1.303 0.912 0.287
Si -1.656 -0.547 0.429
Cl -3.573 -1.045 -0.120
H -1.025 -1.844 1.069
Cl 3.340 0.863 -0.768
H 4.217 1.660 -0.896
*
```

(8)
C86H68N4O10 | ωB97M-V/def2-TZVPD

Electronic energy, Eh: -4289.1975
Highest occupied orbital energy, eV: -9.504
LUMO, eV: -1.32
SMILES: O=C1c2ccccc2C(=O)c2ccccc21.O=C1c2ccccc2C(=O)c2ccccc21.O=C1c2ccccc2C(=O)c2ccccc21.O=C1c2ccccc2C(=O)c2ccccc21.O=C1c2ccccc2C(=O)c2ccccc21.CCCC#N.CCCC#N.CCCC#N.CCCC#N
Kohn-Sham gap, eV: 8.2
Energy above the lowest of the compared OMol25 structures with the same formula, charge and spin, eV: 5.7960
Maximum force, eV Å⁻¹: 5.7

Geometry as ORCA input:
```
! wB97M-V def2-TZVPD RIJCOSX def2/J DEFGRID3
* xyz 0 1
O -5.181 -6.285 7.680
C -6.207 -6.650 8.237
C -7.241 -5.775 8.985
C -7.022 -4.329 9.069
C -8.036 -3.489 9.502
C -9.157 -3.968 10.073
C -9.328 -5.379 10.091
C -8.349 -6.259 9.594
C -8.700 -7.755 9.745
O -9.626 -8.236 10.318
C -7.637 -8.609 9.043
C -7.936 -9.989 8.893
C -7.178 -10.865 8.178
C -6.103 -10.443 7.457
C -5.746 -9.088 7.590
C -6.518 -8.144 8.278
H -6.213 -3.773 8.619
H -7.855 -2.427 9.434
H -9.936 -3.289 10.386
H -10.277 -5.705 10.491
H -8.710 -10.335 9.561
H -7.320 -11.925 8.328
H -5.560 -11.238 6.967
H -4.842 -8.723 7.124
O 9.321 1.645 -5.292
C 8.276 1.052 -4.894
C 7.006 1.027 -5.689
C 6.818 2.047 -6.605
C 5.731 1.877 -7.489
C 4.808 0.847 -7.231
C 4.966 -0.155 -6.249
C 6.109 -0.015 -5.407
C 6.270 -1.014 -4.259
O 5.399 -1.864 -3.971
C 7.300 -0.650 -3.219
C 7.162 -1.058 -1.932
C 8.071 -0.607 -0.998
C 9.156 0.177 -1.372
C 9.311 0.604 -2.614
C 8.282 0.331 -3.556
H 7.627 2.752 -6.728
H 5.658 2.584 -8.302
H 3.920 0.864 -7.845
H 4.264 -0.966 -6.126
H 6.287 -1.513 -1.492
H 7.915 -0.913 0.026
H 9.892 0.512 -0.657
H 10.133 1.276 -2.812
O -0.297 0.708 -2.702
C 0.064 0.674 -1.570
C 1.194 1.559 -1.062
C 1.504 2.746 -1.798
C 2.462 3.638 -1.285
C 3.067 3.387 -0.024
C 2.551 2.338 0.725
C 1.663 1.375 0.208
C 1.207 0.261 1.186
O 1.755 0.115 2.298
C -0.105 -0.287 0.762
C -0.795 -1.019 1.665
C -2.006 -1.599 1.298
C -2.736 -1.164 0.159
C -2.031 -0.424 -0.785
C -0.707 -0.023 -0.480
H 0.894 2.948 -2.666
H 2.810 4.506 -1.826
H 3.687 4.123 0.467
H 3.052 2.120 1.657
H -0.407 -1.222 2.652
H -2.549 -2.177 2.031
H -3.728 -1.520 -0.075
H -2.417 -0.241 -1.777
O 10.224 14.542 -7.804
C 9.867 14.004 -8.869
C 10.468 14.166 -10.213
C 11.545 14.972 -10.362
C 12.083 15.194 -11.702
C 11.565 14.645 -12.813
C 10.636 13.677 -12.609
C 10.014 13.451 -11.361
C 8.975 12.416 -11.242
O 8.728 11.641 -12.135
C 8.213 12.297 -9.930
C 7.091 11.509 -9.812
C 6.557 11.390 -8.550
C 7.010 12.084 -7.443
C 8.105 12.859 -7.569
C 8.744 13.026 -8.777
H 12.021 15.505 -9.552
H 13.007 15.741 -11.814
H 11.986 14.847 -13.787
H 10.305 13.119 -13.472
H 6.642 11.144 -10.725
H 5.561 10.981 -8.459
H 6.415 11.967 -6.549
H 8.314 13.421 -6.671
O -10.113 -14.537 0.735
C -9.374 -13.509 0.872
C -9.929 -12.374 1.679
C -11.209 -12.531 2.327
C -11.715 -11.528 3.119
C -10.884 -10.474 3.455
C -9.665 -10.246 2.796
C -9.185 -11.163 1.863
C -7.940 -10.867 1.120
O -7.397 -9.754 1.139
C -7.402 -12.014 0.319
C -6.209 -11.832 -0.294
C -5.539 -12.877 -0.990
C -6.197 -14.093 -1.159
C -7.491 -14.276 -0.613
C -8.010 -13.237 0.242
H -11.757 -13.440 2.131
H -12.699 -11.471 3.559
H -11.382 -9.825 4.160
H -9.146 -9.301 2.867
H -5.720 -10.870 -0.250
H -4.496 -12.745 -1.236
H -5.741 -14.893 -1.723
H -8.012 -15.166 -0.933
C -8.360 3.721 1.666
C -7.311 2.625 1.737
C -7.105 2.100 3.215
C -6.837 3.072 4.273
N -6.601 3.856 5.062
H -8.373 4.055 0.629
H -7.939 4.610 2.138
H -9.334 3.387 2.023
H -6.331 2.997 1.438
H -7.601 1.789 1.100
H -6.326 1.339 3.256
H -8.090 1.656 3.361
C 8.524 10.669 4.388
C 8.345 10.794 5.904
C 8.671 9.445 6.536
C 7.904 8.284 5.912
N 7.237 7.443 5.415
H 7.665 10.113 4.013
H 9.417 10.273 3.905
H 8.564 11.664 3.945
H 7.308 10.978 6.183
H 9.031 11.513 6.352
H 8.427 9.471 7.598
H 9.716 9.140 6.577
C -1.379 2.259 8.652
C -0.184 3.235 8.488
C -0.738 4.552 7.908
C 0.065 5.696 8.228
N 0.742 6.642 8.404
H -1.104 1.205 8.692
H -1.923 2.261 7.708
H -2.006 2.481 9.516
H 0.554 2.957 7.736
H 0.336 3.233 9.446
H -1.694 4.776 8.380
H -0.682 4.514 6.820
C -0.838 -6.966 -6.059
C -2.104 -6.635 -6.822
C -1.755 -6.197 -8.275
C -1.012 -7.288 -8.943
N -0.405 -8.210 -9.414
H -1.172 -7.182 -5.045
H -0.068 -6.195 -6.047
H -0.466 -7.875 -6.532
H -2.563 -5.789 -6.311
H -2.674 -7.560 -6.908
H -0.921 -5.495 -8.280
H -2.608 -5.976 -8.917
*
```